12
Properties=species:S:1:pos:R:3 method="wB97M-V/def2-TZVPD" homo_lumo_gap_ha=0.366 lumo_energy_ev=0.87 de_lowest_kcal_mol=76.89 homo_ev=-9.1 fmax_ev_per_a=2.4
C 0.954 -0.188 -1.383
C 0.874 0.991 0.828
O 0.762 2.086 1.113
C -1.006 -0.490 1.309
C -1.221 -0.426 -0.007
O -0.324 -0.855 -0.946
H 0.920 -0.515 -2.408
H 1.840 -0.589 -0.866
H 1.106 0.914 -1.418
H -0.141 -1.013 1.700
H -1.657 0.008 2.020
H -2.162 -0.018 -0.400